Entry 1:
Computed, not measured: C15H31N7O7PZr as an isolated structure in a non-equilibrium geometry, with wB97M-V/def2-TZVPD.

Last column: Mulliken charge in e.
Element x y z (Å)
Zr (-0.64304, -0.25171, 0.31941)  -0.297
N (2.35551, -0.11680, 1.37224)  -0.328
C (2.03738, 1.24022, 1.90752)  -0.819
C (1.29447, 2.16032, 0.93733)  -0.692
N (-0.17837, 1.91384, 0.74324)  0.398
C (-0.87502, 2.35149, 1.99010)  -0.696
C (-2.37620, 2.10190, 1.95671)  -1.232
N (-2.66330, 0.73514, 1.42474)  -0.295
C (-0.62845, 2.72923, -0.43181)  -0.416
C (-1.91309, 2.24742, -1.12823)  -0.976
N (-1.95245, 0.76815, -1.25953)  -0.316
H (2.71997, -0.65814, 2.15542)  0.383
H (1.51343, -0.61979, 1.08962)  0.162
H (2.99313, 1.72289, 2.11149)  0.628
H (1.51579, 1.15318, 2.85883)  0.358
H (1.78763, 2.10731, -0.02772)  0.283
H (1.42285, 3.17866, 1.31408)  0.545
H (-0.69614, 3.41593, 2.16416)  0.589
H (-0.45578, 1.79398, 2.82299)  0.408
H (-2.87805, 2.84743, 1.34664)  0.291
H (-2.76088, 2.22193, 2.96916)  0.548
H (-3.56811, 0.74942, 0.96460)  0.364
H (-2.81639, 0.13839, 2.23191)  0.388
H (0.17272, 2.71283, -1.16539)  0.348
H (-0.77463, 3.76907, -0.12802)  0.615
H (-1.95511, 2.73149, -2.10433)  0.496
H (-2.80187, 2.57098, -0.59709)  0.320
H (-1.43910, 0.48120, -2.08811)  0.226
H (-2.90301, 0.45501, -1.42992)  0.328
O (-3.07817, -5.58923, 2.23030)  -0.458
C (-2.59407, -4.41754, 1.90872)  0.781
C (-2.28312, -3.40811, 2.85036)  -0.835
C (-1.87442, -2.19542, 2.36779)  0.674
N (-1.82049, -1.94757, 1.05100)  0.051
C (-1.81340, -2.98240, 0.18308)  0.231
C (-2.23755, -4.22311, 0.55147)  -0.873
C (-0.91791, -2.35143, -0.88017)  0.881
O (-1.33598, -1.75505, -1.86375)  -0.555
O (0.24180, -2.09457, -0.34661)  -0.610
C (-1.12077, -1.09295, 3.11244)  -0.464
O (-1.24328, -0.81711, 4.26469)  -0.499
O (-0.27142, -0.49793, 2.26321)  -0.517
H (-3.25387, -5.70597, 3.17456)  0.357
H (-2.31346, -3.59014, 3.91787)  0.502
H (-2.27620, -5.06145, -0.13113)  0.563
N (4.15408, -0.83114, -1.09256)  -0.136
C (3.02619, -1.23598, -1.97008)  -0.883
P (1.96659, 0.27528, -2.17891)  1.337
O (2.89204, 1.44949, -2.06822)  -1.081
O (0.73131, 0.27821, -1.28633)  0.411
C (1.44147, 0.32911, -3.98132)  -1.191
N (2.20360, 1.45131, -4.62040)  -0.191
H (4.56839, 0.03556, -1.44460)  0.373
H (4.87729, -1.54610, -1.02831)  0.421
H (3.70188, -0.61132, -0.09296)  0.298
H (2.46053, -2.05108, -1.52155)  0.324
H (3.41255, -1.56244, -2.93498)  0.603
H (0.37167, 0.50903, -4.05510)  0.304
H (1.64733, -0.61466, -4.48179)  0.474
H (2.83602, 1.15149, -5.36310)  0.359
H (2.76675, 1.88058, -3.83522)  0.384
H (1.60074, 2.17164, -5.01845)  0.356

Calculated values
Charge: +3
Orbital gap, eV: 9.059



Entry 2:
Computed, not measured: an isolated molecule of C21H26O2, with wB97M-V/def2-TZVPD.

Last column: Mulliken charge in e.
Element x y z (Å)
C (1.48512, -5.95548, -0.25411)  -0.882
C (1.56391, -4.68062, -0.58232)  -0.259
C (0.40727, -3.73210, -0.54299)  -0.767
C (0.66400, -2.57413, 0.43239)  0.869
O (1.00588, -3.17474, 1.66531)  -0.615
C (1.77083, -1.61508, -0.03254)  -1.211
C (1.51815, -0.29623, 0.71442)  -1.149
C (0.09992, -0.39306, 1.31440)  -0.522
C (-0.71237, 0.89443, 1.13914)  0.318
C (-0.10666, 2.05532, 1.92354)  -1.211
C (-0.82075, 3.34777, 1.54557)  -1.355
C (-0.62227, 3.60856, 0.08271)  1.275
C (-0.38368, 4.85628, -0.37697)  -0.717
C (-0.09365, 5.15894, -1.76879)  0.156
O (0.01705, 6.29100, -2.19544)  -0.621
C (0.12620, 3.93640, -2.63694)  -0.932
C (-0.83905, 2.81122, -2.27319)  -1.063
C (-0.75611, 2.47709, -0.80646)  0.797
C (-0.86222, 1.21272, -0.32562)  -0.047
C (-1.20373, 0.06843, -1.13774)  -1.584
C (-1.12070, -1.19241, -0.70344)  -1.673
C (-0.55427, -1.60373, 0.61782)  2.213
C (-1.65961, -2.24751, 1.45900)  -2.014
H (2.33799, -6.61101, -0.29852)  0.282
H (0.56033, -6.39745, 0.07786)  0.259
H (2.50384, -4.25713, -0.90990)  0.270
H (0.24430, -3.32657, -1.54328)  0.367
H (-0.48452, -4.26985, -0.22095)  0.411
H (1.34698, -2.49270, 2.25338)  0.530
H (2.75532, -2.02818, 0.18387)  0.501
H (1.68933, -1.46516, -1.10899)  0.352
H (2.26146, -0.13693, 1.49698)  0.402
H (1.58114, 0.54439, 0.02388)  0.301
H (0.16241, -0.59771, 2.38937)  0.852
H (-1.72224, 0.70822, 1.53248)  0.502
H (0.95426, 2.15310, 1.68695)  0.428
H (-0.19834, 1.86868, 2.99534)  0.369
H (-0.44798, 4.18671, 2.13451)  0.485
H (-1.89140, 3.24157, 1.74846)  0.399
H (-0.37710, 5.69741, 0.30240)  0.435
H (0.02619, 4.21389, -3.68722)  0.358
H (1.15649, 3.60520, -2.47200)  0.359
H (-0.61325, 1.94005, -2.88756)  0.400
H (-1.86070, 3.13384, -2.50293)  0.363
H (-1.61113, 0.25498, -2.12063)  0.487
H (-1.49819, -1.99148, -1.32479)  0.566
H (-2.18923, -2.99925, 0.87877)  0.434
H (-1.23065, -2.72997, 2.33430)  0.451
H (-2.37852, -1.49773, 1.78046)  0.431

Calculated values
Charge: 0
Orbital gap, eV: 8.009



Entry 3:
Computed, not measured: C31H31Br4IN2O2PtSb as an isolated structure in a non-equilibrium geometry, with wB97M-V/def2-TZVPD.

Last column: Mulliken charge in e.
Element x y z (Å)
Pt (-0.02833, -0.44327, -1.10532)  1.305
I (-2.67549, 0.95758, -0.98535)  0.144
C (-1.45524, 2.67050, -1.02185)  0.291
C (-2.12247, 3.86180, -1.06306)  -0.572
C (-1.40659, 5.07172, -1.12256)  -0.873
C (-0.04716, 5.05232, -1.15491)  -1.093
C (0.67129, 3.83339, -1.10113)  1.342
C (2.08473, 3.85859, -1.12826)  -0.859
C (2.79317, 2.69817, -1.04735)  -1.023
C (2.11696, 1.47051, -0.95057)  -0.334
C (0.73988, 1.38377, -0.94125)  -0.532
C (-0.02564, 2.58932, -1.01588)  1.030
H (-3.20330, 3.88082, -1.05742)  0.472
H (-1.94712, 6.00771, -1.15341)  0.424
H (0.51326, 5.97587, -1.22500)  0.441
H (2.58556, 4.81353, -1.21609)  0.405
H (3.87537, 2.71274, -1.04986)  0.467
H (2.70494, 0.56231, -0.89518)  0.314
Br (-2.80938, -7.54259, -0.02015)  -0.086
C (-2.08020, -5.94626, -0.64009)  0.316
C (-1.93569, -5.76128, -2.11926)  0.567
Br (-2.52350, -7.12787, -3.23351)  -0.073
C (-1.39214, -4.64902, -2.65507)  -0.500
Br (-1.15438, -4.35700, -4.48093)  -0.059
C (-0.94943, -3.57328, -1.77639)  0.415
O (-0.42130, -2.55674, -2.16622)  -0.385
C (-1.13603, -3.73805, -0.25843)  -0.575
O (-0.77823, -2.81642, 0.42086)  0.097
C (-1.69614, -5.00095, 0.23672)  -0.180
Br (-1.79249, -5.16147, 2.08882)  -0.017
N (4.39223, -0.89888, -5.68106)  -0.450
C (3.34007, -0.58735, -5.34525)  -0.220
C (2.03261, -0.19096, -4.91531)  0.053
C (1.17229, 0.51185, -5.75318)  -0.043
C (-0.06919, 0.87159, -5.26358)  -1.190
C (-0.40166, 0.54177, -3.96186)  0.050
N (0.43091, -0.12791, -3.15693)  0.103
C (1.61883, -0.50311, -3.62702)  0.070
H (1.47511, 0.75957, -6.76103)  0.541
H (-0.78101, 1.40120, -5.87924)  0.470
H (-1.35697, 0.81771, -3.53816)  0.366
H (2.25516, -1.07019, -2.96237)  0.525
C (-1.45179, -1.21268, 4.16390)  -1.439
C (-1.69364, -1.12704, 2.66120)  1.613
C (-3.05828, -0.52434, 2.35711)  -1.242
Sb (-0.08026, -0.11462, 1.57980)  -0.429
C (-0.13977, 1.95529, 2.26193)  0.877
C (-0.70964, 2.10070, 3.66752)  -1.550
C (1.22906, 2.62407, 2.19280)  -1.287
C (1.78167, -0.92570, 2.33972)  0.608
C (1.76975, -2.43881, 2.16247)  -1.330
C (2.09360, -0.54898, 3.78364)  -1.206
H (-2.26165, -1.78902, 4.62076)  0.500
H (-1.44097, -0.23809, 4.64620)  0.240
H (-0.52349, -1.72892, 4.40425)  0.268
H (-1.63690, -2.12417, 2.23643)  -0.947
H (-3.11367, 0.54075, 2.58758)  0.170
H (-3.81548, -1.02776, 2.96459)  0.476
H (-3.33837, -0.65383, 1.31543)  0.155
H (-0.81857, 2.41808, 1.54373)  0.143
H (-0.09520, 1.58340, 4.40565)  0.290
H (-1.73130, 1.73513, 3.75396)  0.326
H (-0.72103, 3.15879, 3.94145)  0.475
H (1.84289, 2.34254, 3.04794)  0.466
H (1.10560, 3.70947, 2.22959)  0.409
H (1.78169, 2.39142, 1.28995)  0.074
H (2.51773, -0.47418, 1.66935)  0.395
H (1.03070, -2.90837, 2.81587)  0.258
H (2.74726, -2.85346, 2.42070)  0.510
H (1.54500, -2.73053, 1.13689)  0.152
H (1.35357, -0.94490, 4.47667)  0.187
H (2.15834, 0.52643, 3.93462)  0.204
H (3.05987, -0.97241, 4.07141)  0.492

Calculated values
Charge: +1
Orbital gap, eV: 4.996



Summary of energy relative to the best compared isomer or geometry (same formula, charge and spin) in kJ/mol
378.8 176.4 78.8
(order as listed above)